The following is a DFT calculation (wB97M-V/def2-TZVPD) of a single C7H6F3NO2 molecule.

Atoms and positions in Å:
C  -0.0173  0.2208  -1.0923
C  -1.4361  -0.0045  -0.8425
C  0.8953  -0.9156  -0.9430
C  0.5908  -2.0612  -0.0569
C  1.2712  0.4013  -0.2478
C  -2.1730  0.5709  0.1981
C  1.3988  0.7509  1.2108
N  -1.5393  1.4384  1.1047
O  0.4785  -2.1182  1.1077
O  -2.2808  2.1646  1.7117
F  1.6104  -1.3124  -2.0774
F  0.4064  -3.1505  -0.7475
F  -3.5643  0.4018  0.1751
H  0.0290  0.6378  -2.1305
H  -1.9932  -0.5786  -1.5610
H  2.0776  0.8737  -0.7415
H  0.5059  0.5176  1.7903
H  1.4823  1.8080  1.4602
H  2.2578  0.3551  1.6817

The HOMO energy (alpha / beta) is -9.89 / -9.89 eV. Its net charge is 0. Its energy above the lowest of the compared OMol25 structures with the same formula, charge and spin is 2.338 eV. Its SMILES is C[C@@H]1[C@H](/C=C(/F)N=O)[C@]1(F)C(=O)F.



The following is a DFT calculation (wB97M-V/def2-TZVPD) of a single C16H25NO3 molecule.

Atoms and positions in Å:
C  3.9429  0.4466  1.9299
H  3.9900  -0.5978  2.2270
H  4.7036  0.9980  2.4767
H  4.1528  0.5258  0.8670
C  2.5691  1.0538  2.2260
N  1.6323  0.6942  1.1740
H  0.7769  1.2322  1.2349
C  1.3338  -0.6824  0.8723
H  2.2496  -1.2720  0.9296
H  0.9919  -0.7064  -0.1727
C  0.2464  -1.3964  1.7136
C  -1.0371  -0.5404  1.8540
O  -1.3114  0.2878  0.7458
C  -1.7919  -0.2443  -0.4214
C  -1.7049  0.6042  -1.5304
C  -2.1774  0.1695  -2.7461
C  -2.7393  -1.0993  -2.8836
C  -2.8343  -1.9327  -1.7917
C  -2.3582  -1.5058  -0.5573
H  -2.4473  -2.1701  0.2882
H  -3.2717  -2.9163  -1.8814
C  -3.1814  -1.3282  -4.2989
H  -4.2650  -1.1977  -4.3717
H  -2.9405  -2.3283  -4.6595
C  -2.4436  -0.2276  -5.0784
H  -1.4846  -0.6135  -5.4279
H  -3.0069  0.1150  -5.9449
C  -2.1984  0.8958  -4.0583
H  -3.0229  1.6142  -4.0638
H  -1.2762  1.4433  -4.2511
H  -1.2634  1.5804  -1.4041
H  -0.9100  0.1579  2.6855
H  -1.8798  -1.1993  2.0921
O  -0.0158  -2.6723  1.1758
H  -0.2017  -2.5827  0.2320
H  0.6043  -1.6054  2.7260
C  2.1227  0.6625  3.6469
H  2.8545  0.9968  4.3801
H  1.1569  1.1068  3.8844
H  2.0425  -0.4170  3.7372
C  2.6848  2.5961  2.1304
O  3.6397  3.1619  2.9882
H  3.3740  2.9946  3.8991
H  1.6943  3.0416  2.3077
H  3.0006  2.8568  1.1188

The HOMO energy is -8.33 eV. Its net charge is 0. Its energy above the lowest of the compared OMol25 structures with the same formula, charge and spin is 1.867 eV. Its SMILES is CC(C)(CO)NC[C@H](O)COc1ccc2c(c1)CCC2.



The following is a DFT calculation (wB97M-V/def2-TZVPD) of a single C22H26N2O5S molecule.

Atoms and positions in Å:
O  1.4380  -0.4081  -4.5506
C  0.6054  -1.0410  -3.9223
N  0.0071  -2.1468  -4.4441
C  0.3582  -2.5358  -5.7923
H  0.6932  -1.6325  -6.3111
H  -0.5257  -2.9321  -6.3000
C  1.4861  -3.5811  -5.8318
O  1.7672  -3.9978  -7.1422
H  2.0835  -3.2404  -7.6477
H  2.3797  -3.1604  -5.3504
H  1.1878  -4.4851  -5.2935
C  -0.8813  -3.0119  -3.6938
C  -0.3642  -3.4028  -2.3289
C  0.9909  -3.6037  -2.1006
C  1.4455  -3.9493  -0.8405
C  0.5518  -4.1100  0.2043
C  -0.8024  -3.9299  -0.0189
C  -1.2562  -3.5766  -1.2775
H  -2.3147  -3.4303  -1.4452
H  -1.5068  -4.0571  0.7897
H  0.9080  -4.3745  1.1881
H  2.5023  -4.0945  -0.6751
H  1.6943  -3.4774  -2.9096
H  -1.0236  -3.9214  -4.2856
H  -1.8669  -2.5370  -3.5878
C  0.1882  -0.6539  -2.5553
C  1.0329  0.0096  -1.7629
C  0.7651  0.4226  -0.3951
C  -0.1794  -0.2362  0.3967
C  -0.4051  0.1683  1.6988
C  0.3079  1.2348  2.2130
C  1.2536  1.8978  1.4538
C  1.4877  1.4856  0.1562
H  2.2267  1.9904  -0.4481
H  1.7993  2.7132  1.9005
S  0.0119  1.7925  3.8838
O  1.2605  2.0814  4.5230
O  -0.8961  0.8878  4.5334
N  -0.7389  3.2725  3.5697
C  -2.0994  3.1137  3.0994
H  -2.0873  2.4350  2.2448
C  -2.6296  4.4889  2.6850
O  -2.5553  5.4097  3.7452
C  -1.2315  5.5477  4.2093
C  -0.6745  4.2048  4.6810
H  0.3698  4.2864  4.9803
H  -1.2684  3.8377  5.5305
H  -1.2702  6.2610  5.0335
H  -0.5935  5.9432  3.4053
H  -3.6827  4.4276  2.4063
H  -2.0413  4.8541  1.8294
H  -2.7335  2.6858  3.8888
H  -1.1170  -0.3334  2.3356
H  -0.7122  -1.0859  -0.0010
H  2.0035  0.2708  -2.1656
H  -0.8145  -0.8918  -2.2399

The HOMO energy is -9.00 eV. Its net charge is 0. Its energy above the lowest of the compared OMol25 structures with the same formula, charge and spin is 2.633 eV. Its SMILES is O=C(/C=C/c1ccc(S(=O)(=O)N2CCOCC2)cc1)N(CCO)Cc1ccccc1.



The following is a DFT calculation (wB97M-V/def2-TZVPD) of a single C3H4F2O molecule.

Atoms and positions in Å:
C  -0.7000  -0.6961  -0.8569
C  0.5373  -0.0799  -0.1601
C  0.7867  1.2901  0.6306
O  -1.9917  -0.6060  -0.4340
F  1.5359  -0.1247  -1.0852
F  -0.1266  1.3686  1.5808
H  -0.3064  -1.5510  -1.4693
H  0.5065  -0.9278  0.6729
H  1.8329  1.3562  0.7609
H  -2.0745  -0.0294  0.3601

The HOMO energy (alpha / beta) is -7.27 / -9.04 eV. Its net charge is 0. Its energy above the lowest of the compared OMol25 structures with the same formula, charge and spin is 4.964 eV.